[1]
A gas-phase ion, C12H27N6OS (charge +1). Source: the Open Molecules 2025 dataset; level of theory: ωB97M-V with the def2-TZVPD basis set.

## Properties
Orbital gap, eV: 9.90
2S+1: 1
Charge: +1

Geometry (Å):
S -0.04 2.69 2.55
O 1.70 -1.43 -1.20
N 3.23 1.39 -0.58
N -1.08 0.45 1.72
N 3.07 3.71 -1.12
N 2.69 2.98 1.10
N -0.45 0.35 -0.40
N -0.32 1.49 1.34
C -0.40 -0.21 -1.76
C -2.00 -1.56 0.55
C 0.47 -1.52 -1.89
C -4.34 -1.55 -0.70
C -4.21 -1.64 1.91
C 1.66 -2.01 0.10
C 2.47 2.61 -0.29
C -3.54 -1.10 0.59
C 0.12 1.51 0.07
C -1.18 -0.28 0.61
C 2.94 -2.89 0.35
C 0.95 2.52 -0.71
H 0.76 -2.63 0.31
H -4.83 -0.67 -1.17
H 3.61 1.52 -1.52
H -3.97 -2.70 2.10
H 0.95 2.17 -1.77
H 3.66 3.28 1.24
H -1.88 -2.12 -0.40
H 2.79 3.63 -2.10
H -5.30 -1.44 1.93
H -0.13 -2.42 -1.64
H 3.06 -3.60 -0.49
H 1.68 -1.21 0.88
H 2.79 -3.48 1.27
H -3.78 -1.02 2.74
H -5.18 -2.24 -0.43
H -0.11 0.53 -2.54
H 3.81 -2.22 0.51
H 0.89 2.08 3.35
H 2.69 4.58 -0.74
H 0.70 -1.62 -2.98
H -3.70 -2.03 -1.47
H -1.86 -2.18 1.45
H 4.07 1.45 0.01
H -3.63 0.01 0.65
H 0.49 3.53 -0.74
H 2.12 3.80 1.31
H -1.45 -0.51 -2.02

=====

[2]
C4H8N2OS in the gas phase. Source: the Open Molecules 2025 dataset; level of theory: ωB97M-V with the def2-TZVPD basis set.

## Properties
Orbital gap, eV: 9.04
2S+1: 1
Energy above the lowest of the compared OMol25 structures with the same formula, charge and spin, kcal per mole: 73.3

Geometry (Å):
S -2.18 -0.27 -0.44
O -3.15 -1.08 0.32
N 0.74 0.38 -1.66
N -0.68 -0.99 -0.21
C -1.88 1.37 0.47
C 0.67 -0.45 -0.74
C 1.73 -0.86 0.12
C 2.83 -0.14 0.45
H -0.95 1.06 0.99
H -0.02 0.75 -2.12
H 2.95 0.85 0.00
H -2.69 1.46 1.23
H 1.55 -1.83 0.59
H -1.73 2.15 -0.35
H -0.62 -1.89 0.23
H 3.44 -0.52 1.13

=====

[3]
C3H3NS in the gas phase. Source: the Open Molecules 2025 dataset; level of theory: ωB97M-V with the def2-TZVPD basis set.

## Properties
Orbital gap, eV: 8.20
2S+1: 1
Energy above the lowest of the compared OMol25 structures with the same formula, charge and spin, kcal per mole: 54.1

Geometry (Å):
S -2.70 -0.17 -0.15
N 2.72 -0.36 -0.21
C 1.52 -0.22 -0.02
C 0.23 0.45 -0.03
C -1.01 -0.41 -0.08
H -0.30 1.12 0.84
H -0.69 -1.40 0.48
H 0.24 0.99 -0.82

=====

[4]
2 unconnected molecules or ions with the total composition C3H11NO2S. Source: the Open Molecules 2025 dataset; level of theory: ωB97M-V with the def2-TZVPD basis set.

## Properties
Orbital gap (alpha / beta), eV: 11.95 / 4.67
2S+1: 2
Energy above the lowest of the compared OMol25 structures with the same formula, charge and spin, kcal per mole: 16.8
Charge: +1

Geometry (Å):
S -2.10 -1.27 -1.54
O 2.51 -0.08 -0.01
O -1.04 2.55 -1.50
N 0.56 -0.48 1.38
C -0.52 -0.25 0.38
C -1.02 -1.63 -0.13
C 1.83 0.17 1.23
H 3.02 0.73 -0.16
H 0.74 -1.48 1.34
H -0.19 -2.23 -0.49
H 2.45 -0.19 2.06
H -0.56 3.27 -1.89
H -1.57 -2.22 0.61
H -0.18 0.33 -0.48
H 1.75 1.25 1.33
H -1.26 0.33 0.94
H -1.30 2.03 -2.26
H -3.14 -0.83 -0.81

=====

[5]
A molecular structure, C2H2S4. Source: the Open Molecules 2025 dataset; level of theory: ωB97M-V with the def2-TZVPD basis set.

## Properties
Orbital gap, eV: 6.77
2S+1: 1
Energy above the lowest of the compared OMol25 structures with the same formula, charge and spin, kcal per mole: 13.6

Geometry (Å):
S -0.21 -1.04 -1.66
S -2.07 -0.25 0.33
S 2.03 0.46 -0.70
S 0.24 0.79 2.01
C -0.51 0.14 0.55
C 0.56 -0.02 -0.52
H -0.93 0.74 2.76
H 0.74 -0.75 -2.65

=====

[6]
A molecular structure, C36H36Cl2FMoNO7PSSe3SiTe. Source: the Open Molecules 2025 dataset; level of theory: ωB97M-V with the def2-TZVPD basis set.

## Properties
Orbital gap (alpha / beta), eV: 5.44 / 5.67
2S+1: 3
Energy above the lowest of the compared OMol25 structures with the same formula, charge and spin, kcal per mole: 0.5
Charge: -1

Geometry (Å):
Te -1.59 -3.97 4.09
Mo 1.01 -2.03 2.08
Se 0.05 -3.03 5.76
Se 0.16 -4.39 2.30
Se 1.21 -1.46 4.41
Cl 0.38 3.52 3.24
Cl -0.93 1.21 4.39
S 2.65 0.51 1.89
P 0.87 1.01 -0.84
Si 4.05 -3.34 1.48
F -4.91 0.23 4.03
O 3.30 -0.33 0.92
O 0.08 -2.98 -1.90
O 0.92 -2.45 0.09
O 1.19 0.20 2.06
O 3.28 0.61 3.19
O -0.72 -1.53 1.87
O 2.68 -2.63 2.04
N -3.52 -1.21 -1.11
C -0.91 2.87 -2.21
C 2.11 3.54 -0.76
C -1.63 -1.46 0.96
C 1.42 0.43 -4.86
C 2.70 2.12 1.09
C 3.67 4.30 0.90
C 3.59 0.78 -3.89
C -5.49 -0.01 -1.95
C -5.49 0.02 1.76
C 0.49 2.23 4.45
C -2.03 3.68 -2.23
C 5.47 -2.93 2.66
C -0.56 2.18 -1.05
C -4.56 -0.14 2.78
C 2.80 0.51 -5.00
C 3.70 -5.21 1.53
C -3.31 -0.64 2.55
C -2.31 -1.79 -1.32
C 3.00 1.00 -2.65
C 3.54 3.10 1.58
C -2.82 3.83 -1.10
C -5.16 -0.37 0.47
C -1.35 -1.90 -0.36
C -1.36 2.33 0.08
C -3.89 -0.85 0.19
C 1.62 0.94 -2.51
C 2.95 4.51 -0.26
C -2.95 -0.98 1.24
C -3.74 -0.76 -3.55
C 0.84 0.62 -3.62
C 1.97 2.31 -0.11
C -0.03 -2.51 -0.78
C -4.46 -1.09 -2.24
C -2.48 3.15 0.06
C 4.37 -2.82 -0.31
C -6.19 -0.27 -0.63
H 3.62 1.20 -1.79
H 3.45 -2.88 -0.89
H 4.58 -5.78 1.23
H -3.09 0.10 -3.40
H 2.88 -5.48 0.86
H -2.10 -2.19 -2.30
H 4.70 -1.78 -0.34
H 0.55 2.69 5.43
H 0.80 0.20 -5.72
H 6.42 -3.29 2.26
H -2.28 4.21 -3.15
H -6.91 0.52 -0.41
H -3.15 -1.59 -3.93
H -0.30 2.78 -3.10
H 4.33 5.07 1.28
H 1.56 3.73 -1.67
H -3.69 4.47 -1.13
H -1.10 1.81 0.99
H -6.47 0.42 1.98
H -6.22 0.01 -2.77
H 5.32 -3.39 3.63
H -4.48 -0.50 -4.30
H 5.13 -3.44 -0.79
H 3.06 5.45 -0.79
H -0.23 0.50 -3.50
H 1.37 1.64 4.22
H 4.08 2.91 2.50
H -4.98 0.96 -1.92
H 3.25 0.37 -5.97
H 3.41 -5.55 2.53
H -4.98 -2.06 -2.35
H -2.61 -0.76 3.36
H -6.73 -1.22 -0.69
H 5.55 -1.85 2.80
H -3.08 3.26 0.96
H 4.66 0.82 -3.99

=====

[7]
C3H4F3N in the gas phase. Source: the Open Molecules 2025 dataset; level of theory: ωB97M-V with the def2-TZVPD basis set.

## Properties
Orbital gap, eV: 11.19
2S+1: 1
Energy above the lowest of the compared OMol25 structures with the same formula, charge and spin, kcal per mole: 23.0

Geometry (Å):
F -3.28 0.83 -1.01
F -4.51 -0.48 0.22
F -2.91 0.74 1.03
N -2.33 -1.09 -0.18
C -1.09 -0.73 -0.15
C -3.28 -0.07 0.00
C 0.08 0.41 0.23
H -0.41 -1.53 -0.38
H -0.56 1.36 0.35
H 0.68 -0.15 0.91
H 0.68 0.36 -0.71

=====

[8]
A molecular structure, C3H5NO2S. Source: the Open Molecules 2025 dataset; level of theory: ωB97M-V with the def2-TZVPD basis set.

## Properties
Orbital gap (alpha / beta), eV: 9.65 / 9.65
2S+1: 1
Energy above the lowest of the compared OMol25 structures with the same formula, charge and spin, kcal per mole: 117.7

Geometry (Å):
S -1.26 0.18 0.07
O -1.36 1.27 -0.83
O -2.29 0.01 1.02
N 1.52 1.38 0.08
C -0.50 -1.23 -0.85
C 0.27 -0.09 0.83
C 0.58 -1.16 -0.09
H 0.33 0.01 1.93
H 1.51 -1.83 -0.11
H 1.30 1.25 -0.90
H 0.75 1.97 0.54
H -0.84 -1.78 -1.67

=====

[9]
C3H5ClN2O2S2 in the gas phase. Source: the Open Molecules 2025 dataset; level of theory: ωB97M-V with the def2-TZVPD basis set.

## Properties
Orbital gap (alpha / beta), eV: 7.81 / 7.81
2S+1: 1
Energy above the lowest of the compared OMol25 structures with the same formula, charge and spin, kcal per mole: 56.2

Geometry (Å):
Cl 1.92 -1.84 -1.32
S 0.14 -2.00 -0.05
S -1.23 0.66 -1.02
O -0.69 0.96 -3.76
O -0.95 -2.42 -0.86
N 0.30 1.69 1.33
N 0.35 0.44 1.17
C -1.44 1.23 -2.89
C 0.87 -0.47 2.22
C 0.08 -0.21 0.07
H -0.33 2.18 0.61
H 1.77 -0.98 1.73
H -2.31 1.74 -2.84
H 0.24 -1.26 2.70
H 1.29 0.29 2.91

=====

[10]
C3H3NS2 in the gas phase. Source: the Open Molecules 2025 dataset; level of theory: ωB97M-V with the def2-TZVPD basis set.

## Properties
Orbital gap (alpha / beta), eV: 7.48 / 6.78
2S+1: 3
Energy above the lowest of the compared OMol25 structures with the same formula, charge and spin, kcal per mole: 12.2

Geometry (Å):
S -1.18 2.65 -0.14
S 1.15 2.13 -2.02
N 2.34 -0.44 -2.03
C -0.21 0.18 -0.24
C 1.97 0.65 -2.09
C -0.21 1.51 -0.76
H -0.74 -0.57 -0.87
H -0.97 0.26 0.64
H 0.80 -0.15 0.04

=====

[11]
A molecular structure, C4H9NP. Source: the Open Molecules 2025 dataset; level of theory: ωB97M-V with the def2-TZVPD basis set.

## Properties
Orbital gap (alpha / beta), eV: 6.71 / 8.86
2S+1: 1
Energy above the lowest of the compared OMol25 structures with the same formula, charge and spin, kcal per mole: 103.1
Charge: +1

Geometry (Å):
P -1.25 1.55 0.28
N -0.45 1.12 -2.44
C -0.14 -0.18 1.41
C 0.02 1.59 -1.10
C 0.55 0.35 -1.70
C -0.73 -0.65 2.63
H -1.77 -0.37 2.74
H -0.18 -0.26 3.50
H 0.63 2.48 -1.17
H -1.40 0.73 -2.49
H 0.87 -0.37 1.10
H -0.18 1.61 -3.28
H -0.63 -1.74 2.69
H 0.20 -0.60 -1.32
H 1.55 0.33 -2.13

=====

[12]
C5H8 in the gas phase. Source: the Open Molecules 2025 dataset; level of theory: ωB97M-V with the def2-TZVPD basis set.

## Properties
Orbital gap, eV: 10.58
2S+1: 1
Energy above the lowest of the compared OMol25 structures with the same formula, charge and spin, kcal per mole: 29.1

Geometry (Å):
C 1.21 -0.25 0.08
C -0.18 1.27 -0.41
C 1.11 1.05 -0.66
C -1.31 -0.98 0.20
C -0.25 0.04 0.54
H -0.79 2.06 -0.86
H -0.26 0.22 1.63
H 1.87 1.66 -1.12
H -1.29 -1.16 -0.88
H 1.99 -0.29 0.84
H -1.11 -1.91 0.74
H -2.29 -0.58 0.49
H 1.29 -1.13 -0.57

=====

[13]
A molecular structure, C41H38AsN2O10P2PbS2. Source: the Open Molecules 2025 dataset; level of theory: ωB97M-V with the def2-TZVPD basis set.

## Properties
Orbital gap, eV: 7.49
2S+1: 1
Energy above the lowest of the compared OMol25 structures with the same formula, charge and spin, kcal per mole: 18.7
Charge: +1

Geometry (Å):
Pb -2.08 0.72 0.74
As -2.95 3.03 -2.63
S -3.97 0.27 -2.55
S 2.72 -2.99 4.59
P -0.20 -2.94 0.01
P 0.52 -0.16 0.02
O -2.85 -1.86 -0.28
O 3.60 6.71 -0.91
O -1.00 2.42 2.10
O -3.37 -0.74 -3.35
O -2.86 1.28 -2.04
O -3.52 3.82 -1.22
O -1.55 3.53 -3.25
O -1.21 2.77 -0.06
O -4.74 -0.13 -1.40
O 2.60 5.17 -2.02
N 2.77 5.84 -1.03
N 0.91 -1.71 0.59
C 0.47 1.04 -3.83
C 0.21 -5.60 0.87
C 0.70 -0.18 -1.77
C -2.74 -2.42 0.96
C -6.04 0.91 -4.24
C 2.31 -6.76 0.62
C 1.38 5.90 2.44
C 0.22 4.23 1.15
C -2.43 -3.45 3.51
C -5.18 3.58 -4.46
C 1.30 -1.23 -2.46
C -6.30 3.14 -5.14
C 0.97 -6.76 0.99
C -1.38 -3.48 2.61
C 1.47 -1.14 -3.83
C 2.86 2.26 2.35
C -3.64 -2.89 3.13
C 2.88 -5.60 0.11
C 0.44 4.89 2.36
C -0.72 3.09 1.08
C 2.96 -1.77 2.05
C 2.13 -4.45 -0.01
C 1.92 5.54 0.14
C 3.85 2.68 1.47
C 0.79 -4.43 0.39
C -4.93 1.36 -3.55
C -6.73 1.82 -5.04
C -1.50 -2.96 1.32
C 2.82 1.40 -0.29
C 1.83 0.97 0.59
C 1.85 1.42 1.92
C 3.82 2.25 0.15
C 2.14 6.23 1.32
C 0.29 0.96 -2.46
C 0.95 4.57 0.02
C 3.24 -4.49 3.73
C 3.44 -1.73 3.50
C -3.80 -2.37 1.86
C 1.44 -1.81 1.96
C 1.06 -0.01 -4.52
C -4.50 2.67 -3.66
H 2.90 6.99 1.36
H -0.45 -3.94 2.92
H 4.52 -1.80 3.54
H 1.54 6.43 3.37
H -6.37 -0.12 -4.16
H -3.77 -1.63 -0.49
H 2.99 -5.33 4.38
H 2.90 -7.66 0.72
H 1.00 -1.04 2.61
H 3.36 -0.91 1.52
H 0.80 4.06 -0.92
H -2.75 4.00 -0.65
H -4.84 4.60 -4.55
H 2.58 -3.55 -0.41
H 2.87 2.59 3.38
H 3.36 -2.66 1.55
H 1.20 0.05 -5.59
H -2.30 -3.85 4.51
H -6.84 3.83 -5.78
H 1.10 -2.75 2.38
H 2.82 1.07 -1.32
H 4.58 2.58 -0.54
H -0.13 4.59 3.23
H 1.07 1.13 2.61
H 3.16 -0.78 3.96
H -4.47 -2.87 3.82
H -4.75 -1.94 1.55
H -0.83 -5.63 1.15
H 1.94 -1.96 -4.37
H 3.92 -5.60 -0.19
H -7.60 1.49 -5.58
H -0.15 1.79 -1.93
H 4.63 3.34 1.81
H 1.64 -2.11 -1.94
H 0.51 -7.66 1.38
H 0.15 1.94 -4.35
H 2.72 -4.62 2.78
H 4.31 -4.49 3.57

=====

[14]
A molecular structure, C4H13NO3. Source: the Open Molecules 2025 dataset; level of theory: ωB97M-V with the def2-TZVPD basis set.

## Properties
Orbital gap, eV: 3.99
2S+1: 1
Energy above the lowest of the compared OMol25 structures with the same formula, charge and spin, kcal per mole: 187.0

Geometry (Å):
O 3.32 0.48 -0.26
O 2.08 0.12 -2.26
O -0.72 0.19 2.54
N -0.14 -1.20 0.78
C 0.30 0.99 -0.22
C -3.34 -0.28 -0.10
C -0.78 -0.88 1.99
C 0.85 -0.39 0.37
H 4.27 0.61 -0.32
H 1.44 -0.84 -0.41
H 2.51 -0.08 -3.09
H -3.43 0.80 -0.24
H -1.40 -1.68 2.41
H -4.32 -0.74 -0.12
H 2.80 0.36 -1.23
H -0.32 0.77 -1.08
H -2.69 -0.68 -0.88
H -0.26 1.49 0.55
H 1.51 -0.10 1.22
H 1.18 1.53 -0.50
H -2.87 -0.46 0.86

=====

[15]
A molecular structure, C11H13S6Se2TeV. Source: the Open Molecules 2025 dataset; level of theory: ωB97M-V with the def2-TZVPD basis set.

## Properties
Orbital gap (alpha / beta), eV: 6.55 / 7.44
2S+1: 3
Energy above the lowest of the compared OMol25 structures with the same formula, charge and spin, kcal per mole: 0.0

Geometry (Å):
Te 0.08 -3.06 -1.05
Se 2.65 -0.28 -0.64
Se -0.49 0.49 -1.85
V 0.28 -0.73 0.32
S 0.94 4.03 4.60
S 1.65 1.27 3.77
S -0.83 2.41 2.85
S -3.11 -2.14 -1.47
S 1.29 -1.37 2.34
S -1.72 -0.01 1.28
C 3.31 1.18 0.47
C -0.51 0.77 2.30
C -1.97 -3.11 -0.61
C 0.68 0.23 2.73
C -3.96 -3.54 0.48
C -0.35 2.37 -1.38
C -4.40 -2.70 -0.50
C 2.40 0.69 -2.33
C 1.08 0.37 -3.01
C 0.61 2.65 3.78
C -2.57 -3.77 0.42
H 2.49 1.76 -2.11
H -0.41 2.97 -2.29
H 4.17 1.62 -0.03
H -2.03 -4.39 1.11
H 1.06 -0.65 -3.40
H 3.62 0.73 1.41
H 0.57 2.59 -0.84
H 2.53 1.92 0.65
H -4.61 -3.99 1.22
H 0.92 1.06 -3.84
H -5.41 -2.38 -0.68
H 3.23 0.42 -2.97
H -1.21 2.59 -0.74

=====

Asked for electronic energy across the records above, the calculation gives -34697.693, -20137.658, -15481.412, -19700.068, -45445.741, -314699.524, -12816.995, -19607.409, -44454.780, -26316.184, -15061.093, -5312.905, -172917.492, -11984.364, -240303.365 eV in order.
Asked for max |F| across the records above, the calculation gives 2.58, 5.72, 7.71, 3.41, 3.63, 6.46, 5.44, 5.25, 5.74, 4.08, 5.21, 0.91, 0.09, 2.14, 0.97 eV/A in order.